This record from the OMol25 dataset describes a cluster of 4 separate species, C29H54ClF7N4O12P in total at a distorted geometry. The level of theory is ωB97M-V/def2-TZVPD.

Values from the calculation:
**Charge**: +1
**Highest occupied orbital energy**: -9.91 eV

Bonds (Å) are listed after each position.
Element x y z (Å)
1 O -0.3247 -6.6635 0.7916  C2 1.154
2 C -1.1275 -6.0732 0.2086  O1 1.154, N3 1.221
3 N -1.9852 -5.4605 -0.4081  C2 1.221, C4 1.459
4 C -2.2535 -5.7889 -1.8041  N3 1.459, C5 1.537, N24 1.498, H28 1.086
5 C -3.6930 -5.3830 -2.1600  C4 1.537, C6 1.528, H29 1.085, H30 1.087
6 C -3.8979 -4.2393 -3.1519  C5 1.528, C7 1.522, N11 1.513, H31 1.087
7 C -4.2187 -2.9066 -2.4910  C6 1.522, C8 1.513, H32 1.093, H33 1.096
8 C -5.5384 -2.9697 -1.7547  C7 1.513, C9 1.510, O10 1.385, H34 1.089
9 C -5.5702 -2.9606 -0.2454  C8 1.510, O10 1.400, H35 1.081, H36 1.082
10 O -5.8917 -1.8444 -1.0276  C8 1.385, C9 1.400
11 N -2.6971 -4.0619 -4.0556  C6 1.513, C12 1.341, H37 1.018
12 C -1.5366 -4.0895 -3.3850  N11 1.341, N13 1.326, N24 1.377
13 N -0.6890 -3.0728 -3.4571  C12 1.326, C14 1.459, H38 1.013
14 C 0.6339 -2.9702 -2.8496  N13 1.459, F15 1.333, F16 1.327, C17 1.570
15 F 1.2559 -2.0217 -3.5497  C14 1.333
16 F 1.3071 -4.1067 -2.9775  C14 1.327
17 C 0.5402 -2.5184 -1.3487  C14 1.570, F18 1.340, F19 1.337, C20 1.551
18 F -0.6516 -2.8769 -0.8524  C17 1.340
19 F 0.6186 -1.1843 -1.3254  C17 1.337
20 C 1.6719 -3.0852 -0.4524  C17 1.551, F21 1.323, F22 1.328, F23 1.319
21 F 2.8343 -2.9517 -1.0692  C20 1.323
22 F 1.4439 -4.3677 -0.1937  C20 1.328
23 F 1.6877 -2.4097 0.6800  C20 1.319
24 N -1.1835 -5.2222 -2.6858  C4 1.498, C12 1.377, P25 1.809
25 P -0.3578 -6.3755 -3.8086  N24 1.809, O26 1.589, Cl27 2.055
26 O 0.2761 -7.3774 -2.7511  P25 1.589, H39 0.968
27 Cl -1.9811 -7.4459 -4.4719  P25 2.055
28 H -2.1924 -6.8649 -1.9339  C4 1.086
29 H -4.1832 -5.1008 -1.2342  C5 1.085
30 H -4.2006 -6.2727 -2.5227  C5 1.087
31 H -4.7318 -4.4915 -3.8026  C6 1.087
32 H -3.4504 -2.6187 -1.7693  C7 1.093
33 H -4.3242 -2.1389 -3.2658  C7 1.096
34 H -6.3383 -3.5121 -2.2563  C8 1.089
35 H -4.5714 -3.0106 0.1657  C9 1.081
36 H -6.3863 -3.5861 0.0924  C9 1.082
37 H -2.8121 -3.1775 -4.5465  N11 1.018
38 H -0.9507 -2.2524 -3.9904  N13 1.013
39 H -0.3235 -7.8857 -2.1867  O26 0.968
40 C 4.1844 4.5529 3.5232  O41 1.412, H49 1.095, H50 1.090, H51 1.094
41 O 4.8295 3.5254 2.8017  C40 1.412, C42 1.417
42 C 5.8003 2.7952 3.5305  O41 1.417, C43 1.512, H52 1.094, H53 1.099
43 C 5.6539 1.3011 3.3538  C42 1.512, O44 1.417, H54 1.093, H55 1.092
44 O 4.4801 0.7324 3.9069  C43 1.417, C45 1.412
45 C 3.2280 0.9747 3.2997  O44 1.412, C46 1.513, H56 1.092, H57 1.093
46 C 3.0203 0.3188 1.9526  C45 1.513, O47 1.415, H58 1.099, H59 1.095
47 O 3.8058 0.9079 0.9331  C46 1.415, C48 1.406
48 C 4.4730 0.0073 0.0841  O47 1.406, H60 1.096, H61 1.089, H62 1.098
49 H 4.7458 5.4913 3.4708  C40 1.095
50 H 3.2033 4.7090 3.0736  C40 1.090
51 H 4.0462 4.2818 4.5737  C40 1.094
52 H 5.7522 3.0439 4.5952  C42 1.094
53 H 6.7997 3.0739 3.1689  C42 1.099
54 H 6.4710 0.8431 3.9163  C43 1.093
55 H 5.7853 1.0178 2.3069  C43 1.092
56 H 2.9974 2.0409 3.2465  C45 1.092
57 H 2.5024 0.5190 3.9789  C45 1.093
58 H 1.9605 0.4407 1.6869  C46 1.099
59 H 3.2299 -0.7529 2.0369  C46 1.095
60 H 4.8504 -0.8629 0.6324  C48 1.096
61 H 5.3198 0.5328 -0.3556  C48 1.089
62 H 3.8214 -0.3396 -0.7282  C48 1.098
63 C -11.2228 -1.9028 2.5648  O64 1.411, H72 1.095, H73 1.089, H74 1.095
64 O -10.5727 -1.2198 1.5153  C63 1.411, C65 1.409
65 C -9.3661 -1.7918 1.0646  O64 1.409, C66 1.513, H75 1.097, H76 1.099
66 C -9.2918 -1.8838 -0.4439  C65 1.513, O67 1.416, H77 1.092, H78 1.092
67 O -10.1945 -2.7898 -1.0507  C66 1.416, C68 1.419
68 C -11.5799 -2.4840 -1.0828  O67 1.419, C69 1.511, H79 1.091, H80 1.093
69 C -11.9736 -1.3382 -1.9864  C68 1.511, O70 1.414, H81 1.098, H82 1.096
70 O -11.5346 -0.0881 -1.4929  C69 1.414, C71 1.409
71 C -10.9528 0.7680 -2.4483  O70 1.409, H83 1.096, H84 1.090, H85 1.095
72 H -10.8531 -1.5783 3.5427  C63 1.095
73 H -12.2855 -1.6717 2.5012  C63 1.089
74 H -11.0969 -2.9867 2.4786  C63 1.095
75 H -9.2234 -2.7898 1.4966  C65 1.097
76 H -8.5290 -1.1597 1.3934  C65 1.099
77 H -8.3042 -2.2855 -0.6797  C66 1.092
78 H -9.3434 -0.8926 -0.8996  C66 1.092
79 H -11.9842 -2.3401 -0.0793  C68 1.091
80 H -12.0466 -3.3808 -1.4971  C68 1.093
81 H -13.0699 -1.3312 -2.0439  C69 1.098
82 H -11.5844 -1.5169 -2.9950  C69 1.096
83 H -10.3344 0.2127 -3.1624  C71 1.096
84 H -10.3184 1.4741 -1.9135  C71 1.090
85 H -11.7123 1.3301 -3.0017  C71 1.095
86 C 11.8042 7.6944 3.0628  O87 1.410, H95 1.095, H96 1.090, H97 1.094
87 O 10.4941 7.7311 2.5437  C86 1.410, C88 1.414
88 C 10.2954 8.6040 1.4497  O87 1.414, C89 1.513, H98 1.095, H99 1.098
89 C 9.5345 7.9547 0.3149  C88 1.513, O90 1.415, H100 1.093, H101 1.092
90 O 10.2171 6.9133 -0.3581  C89 1.415, C91 1.415
91 C 10.4036 5.6659 0.2832  O90 1.415, C92 1.512, H102 1.092, H103 1.093
92 C 9.1517 4.8395 0.4756  C91 1.512, O93 1.414, H104 1.099, H105 1.096
93 O 8.2793 5.3911 1.4417  C92 1.414, C94 1.413
94 C 6.9156 5.4240 1.0721  O93 1.413, H106 1.095, H107 1.090, H108 1.092
95 H 11.9579 8.4717 3.8187  C86 1.095
96 H 11.9480 6.7210 3.5319  C86 1.090
97 H 12.5538 7.8140 2.2746  C86 1.094
98 H 11.2534 8.9791 1.0736  C88 1.095
99 H 9.7066 9.4672 1.7874  C88 1.098
100 H 9.4006 8.7289 -0.4452  C89 1.093
101 H 8.5388 7.6443 0.6394  C89 1.092
102 H 10.9457 5.7689 1.2256  C91 1.092
103 H 11.0431 5.1021 -0.4010  C91 1.093
104 H 9.4677 3.8423 0.8130  C92 1.099
105 H 8.6419 4.7244 -0.4874  C92 1.096
106 H 6.7919 5.6716 0.0124  C94 1.095
107 H 6.4384 6.2047 1.6650  C94 1.090
108 H 6.4235 4.4730 1.2846  C94 1.092

Results of the Löwdin charge analysis, in e, for atoms 1 through 6:
1. O 0.228
2. C -0.297
3. N 0.158
4. C -0.328
5. C -0.056
6. C -0.244